# 1
Formula: C9H14S
Source: the OMol25 dataset
Level of theory: ωB97M-V/def2-TZVPD

The calculation puts the LUMO energy at 0.0301 hartree. As for the electronic energy: -20393.750 eV. Its energy above the lowest of the compared OMol25 structures with the same formula, charge and spin is 148.2 kJ/mol. The HOMO energy comes out at -0.3280 Ha. For the largest force on an atom, the calculation gives 3.7 eV Å⁻¹. The structure (SMILES) is Cc1ccccc1.CCS. The calculation puts the HOMO-LUMO gap at 9.74 eV.

The geometry in XYZ format:
```
24
Properties=species:S:1:pos:R:3:forces:R:3:lowdin_charge:R:1
C -1.0204 0.8837 -1.2049 -1.516 1.277 0.427 -0.07
C 0.2451 1.4132 -0.6074 -0.037 -2.005 0.169 -0.28
C 1.1614 1.9255 -1.4782 2.595 1.464 0.490 -0.06
C 2.3037 2.5746 -0.9232 1.117 -0.199 -0.759 -0.10
C 2.6435 2.4674 0.4097 -0.735 -1.754 0.926 -0.09
C 1.8544 1.5597 1.1863 0.711 2.329 0.248 -0.10
C 0.6562 1.1176 0.7291 -0.941 0.016 -1.310 -0.06
H -0.8812 0.0938 -1.9208 0.190 -0.495 -0.173 0.08
H -1.5452 1.7068 -1.7407 0.442 -0.424 0.146 0.09
H -1.7511 0.5904 -0.4421 0.342 -0.180 -0.162 0.06
H 1.2271 1.7818 -2.5631 -1.017 0.376 0.369 0.12
H 3.0644 3.0345 -1.5849 -0.785 -0.153 0.240 0.11
H 3.5468 2.8356 0.9111 -0.353 0.232 -0.740 0.10
H 2.0834 1.4697 2.2359 0.284 -0.483 0.124 0.10
H 0.0616 0.4653 1.3595 -0.284 0.258 -0.077 0.10
C -1.9893 -1.8592 0.4281 0.789 1.378 3.334 -0.20
C -1.7150 -3.3408 0.4086 -1.222 -0.307 1.216 -0.64
S -0.0300 -3.8416 0.8165 1.377 -0.434 -0.707 0.67
H -2.8062 -1.4803 -0.1837 0.403 -0.170 -0.308 0.07
H -1.0070 -1.3704 0.3343 -0.596 0.162 -1.094 0.02
H -2.1985 -1.4558 1.5020 -0.123 -1.010 -1.472 0.11
H -2.2172 -3.9426 1.1624 -0.839 0.615 0.186 0.04
H -2.1651 -3.7299 -0.4976 1.124 -0.456 -0.637 0.07
H 0.4787 -2.8988 1.6632 -0.925 -0.036 -0.435 -0.14
```
Positions in Å, forces in eV/Å.

***

# 2
Formula: C4H9N
Source: the OMol25 dataset
Level of theory: ωB97M-V/def2-TZVPD

The calculation puts the LUMO energy at 0.0431 hartree. As for the electronic energy: -5782.549 eV. Its energy above the lowest of the compared OMol25 structures with the same formula, charge and spin is 121.8 kJ/mol. The HOMO energy comes out at -0.2821 Ha. For the largest force on an atom, the calculation gives 1.6 eV Å⁻¹. The structure (SMILES) is CC/C=C/N. The calculation puts the HOMO-LUMO gap at 8.85 eV.

The geometry in XYZ format:
```
14
Properties=species:S:1:pos:R:3:forces:R:3:lowdin_charge:R:1
C 0.8027 1.0099 1.4871 -0.478 1.440 -0.017 -0.13
C 1.2643 0.3026 0.2272 -0.655 -0.714 -1.214 -0.28
C 0.2485 -0.7097 -0.3164 0.331 0.712 -1.111 -0.15
C -0.8705 -0.3159 -0.9755 0.849 1.031 0.221 -0.25
N -1.9371 -1.1310 -1.1975 0.271 -0.846 0.264 0.05
H 1.6000 1.4912 2.0563 0.279 -0.546 0.144 0.06
H 0.1861 1.8997 1.2628 -0.093 -0.480 -0.302 0.07
H 0.1652 0.3933 2.1206 0.349 -0.211 0.084 0.07
H 2.1933 -0.2451 0.3773 0.101 0.160 0.146 0.09
H 1.4103 0.9668 -0.6416 0.346 0.397 0.630 0.10
H 0.6841 -1.6473 -0.6597 -0.679 -0.605 1.056 0.09
H -0.9937 0.7129 -1.3679 0.022 -0.166 0.651 0.12
H -2.5718 -1.0119 -1.9489 -0.434 0.209 -0.256 0.07
H -2.1814 -1.7154 -0.4236 -0.209 -0.379 -0.296 0.08
```
Positions in Å, forces in eV/Å.

***

# 3
Formula: C4H6N3O
Source: the OMol25 dataset
Level of theory: ωB97M-V/def2-TZVPD

As for the expectation value of S²: 2.009. The calculation puts the LUMO energy (spin up / spin down) at -0.1171 / -0.2493 hartree. As for the total charge: +1. As for the electronic energy: -10751.034 eV. Its energy above the lowest of the compared OMol25 structures with the same formula, charge and spin is 26.8 kJ/mol. The HOMO energy (spin up / spin down) comes out at -0.3998 / -0.5171 Ha. For the largest force on an atom, the calculation gives 5.5 eV Å⁻¹. As for the spin multiplicity: 3. The calculation puts the HOMO-LUMO gap (spin up / spin down) at 7.69 / 7.29 eV.

The geometry in XYZ format:
```
14
Properties=species:S:1:pos:R:3:forces:R:3:mulliken_spin:R:1
C -1.3986 1.3573 0.1492 0.731 -1.460 -0.086 0.32
C -0.0086 1.4914 0.2172 2.052 0.987 -0.840 0.29
C -1.9897 0.0913 0.0586 -0.226 1.100 -0.346 0.07
C 0.9542 0.4744 0.0675 -0.164 5.494 0.118 0.19
N -2.5343 -0.9219 -0.1177 -0.657 -0.080 0.112 0.21
N 0.4343 -0.6848 0.0944 0.592 -4.878 -0.320 0.34
N 1.1893 -1.7666 0.0201 -1.860 -0.357 0.834 0.50
O 2.1855 0.9487 -0.0129 0.046 0.180 0.211 0.09
H -1.8995 2.2949 -0.0057 -0.949 -0.256 0.093 0.01
H 0.5088 2.4314 0.0202 -0.938 0.304 0.479 0.02
H -3.1392 -1.7106 -0.3278 0.525 0.526 0.201 -0.01
H 2.9591 0.4685 -0.3066 -0.055 -0.866 -0.081 0.00
H 2.1117 -2.0018 -0.2960 0.564 0.674 -0.322 -0.01
H 0.6269 -2.4721 0.4394 0.339 -1.368 -0.054 -0.01
```
Positions in Å, forces in eV/Å.

***

# 4
Formula: C22H28N2O3PtS2
Source: the OMol25 dataset
Level of theory: ωB97M-V/def2-TZVPD

As for the expectation value of S²: 2.014. The calculation puts the LUMO energy (spin up / spin down) at -0.0049 / -0.0717 hartree. As for the electronic energy: -57304.268 eV. Its energy above the lowest of the compared OMol25 structures with the same formula, charge and spin is 0.0 kJ/mol. The HOMO energy (spin up / spin down) comes out at -0.2376 / -0.2903 Ha. For the largest force on an atom, the calculation gives 3.3 eV Å⁻¹. As for the spin multiplicity: 3. The calculation puts the HOMO-LUMO gap (spin up / spin down) at 6.33 / 5.95 eV.

The geometry in XYZ format:
```
58
Properties=species:S:1:pos:R:3:forces:R:3:mulliken_spin:R:1
Pt 0.6492 -1.5375 1.8349 1.190 -0.019 0.356 1.06
C 3.8577 2.5376 3.9200 -1.259 1.283 -2.724 0.00
C 3.4885 1.8729 2.5253 -1.402 -0.307 1.858 0.01
N 2.0271 2.0934 2.1912 -0.395 -0.364 -0.749 0.01
C 1.6940 3.3251 1.4157 0.464 -0.718 -0.171 -0.01
C 0.8991 3.0851 0.1217 0.242 -0.360 0.033 0.01
C 1.0122 1.2414 2.4964 2.130 -0.111 1.675 -0.03
S 1.4493 -0.1812 3.5055 -0.222 1.213 -0.033 0.39
N -0.2498 1.5984 2.2864 0.268 -0.001 -0.423 0.01
C -1.2160 0.7309 2.0702 0.889 -0.493 -0.001 0.00
O -1.1144 -0.5161 1.8350 -0.513 0.343 -0.386 0.02
C -2.5659 1.2501 2.0545 -2.567 -0.790 0.747 0.01
C -3.6368 0.3510 2.1652 -1.376 -1.049 -0.338 0.00
C -5.0042 0.8446 2.2163 3.048 -0.764 0.443 0.00
C -5.1891 2.1948 2.1821 -1.382 1.076 0.260 0.00
C -4.1299 3.0929 2.1121 -0.084 0.031 0.607 0.00
C -2.8658 2.6027 2.1219 2.685 0.598 -1.077 0.00
H 4.8762 2.3306 4.2021 0.299 0.124 0.061 0.00
H 3.1532 2.2423 4.6737 -0.207 -0.478 0.347 0.00
H 3.6414 3.6186 3.7136 0.744 -0.578 0.710 0.00
H 3.6347 0.8194 2.6558 -0.060 -0.681 -0.268 0.00
H 4.0936 2.1861 1.6926 0.115 0.463 -0.208 0.00
H 2.6598 3.7981 1.2501 -0.049 0.078 -0.328 0.00
H 1.1659 3.9546 2.0869 -0.744 0.777 0.523 0.00
H 1.3284 2.2355 -0.4225 0.011 0.283 -0.100 0.00
H 0.7695 3.9439 -0.5301 0.802 0.335 -0.020 0.00
H -0.1248 2.8406 0.3268 -0.363 -0.397 0.412 0.00
H -3.4244 -0.7724 2.1900 -0.372 1.858 0.034 0.00
H -5.8245 0.2187 2.4948 -0.269 -0.546 -0.350 0.00
H -6.2150 2.5714 2.3098 0.502 -0.058 -0.185 0.00
H -4.2152 4.1569 2.2355 -0.561 0.251 -0.287 0.00
H -1.9558 3.2422 2.0399 -1.044 -0.142 0.355 0.00
C 1.7115 -3.7695 0.5071 0.588 0.366 -0.014 0.12
C 2.2935 -2.4851 1.1008 -0.110 0.408 -1.092 0.20
O 3.4158 -2.0483 1.0116 -1.287 -0.756 0.311 0.21
H 2.0659 -4.6120 1.0602 0.275 -0.708 0.455 -0.01
H 2.0133 -3.8826 -0.5237 0.184 0.023 -0.417 0.01
H 0.6322 -3.7177 0.5776 -0.135 -0.227 -0.096 0.00
C 1.1861 0.7081 -4.8442 -0.595 0.250 0.571 0.00
C 0.5794 -0.5568 -4.2199 0.973 0.880 -0.077 0.00
C 0.5038 -1.7432 -4.9300 -0.564 -1.219 0.508 0.00
C 0.0192 -2.8951 -4.2607 -0.059 0.429 -1.243 0.00
C -0.3450 -2.7981 -2.9447 0.869 -0.225 0.602 -0.01
C -0.2410 -1.6134 -2.1798 -0.443 -1.586 -1.722 0.01
C 0.2020 -0.5018 -2.8753 -0.486 0.360 0.976 -0.01
S -0.6760 -4.3531 -2.1059 -0.294 0.704 1.190 0.00
C -2.3473 -4.5257 -2.7418 -0.554 -2.068 -0.540 0.00
O 0.1960 -5.4375 -2.6175 -0.208 0.105 -0.521 0.00
H 1.2499 0.5467 -5.9054 0.053 0.120 -0.559 0.00
H 2.2317 0.9134 -4.4902 -1.092 -0.099 -0.042 0.00
H 0.4939 1.5924 -4.6709 1.071 -0.927 -0.085 0.00
H 0.7964 -1.8483 -5.9757 -0.023 0.339 0.273 0.00
H -0.1528 -3.8622 -4.7774 0.519 0.741 0.279 0.00
H -0.6321 -1.7412 -1.1819 0.375 0.882 0.450 0.01
H 0.2242 0.4544 -2.3475 0.176 -0.161 -0.230 0.00
H -2.3483 -5.4198 -3.4360 0.004 0.902 0.797 0.00
H -2.6888 -3.6762 -3.2816 -0.056 0.778 -0.458 0.00
H -3.0518 -4.6999 -1.9205 0.303 -0.169 -0.092 0.00
```
Positions in Å, forces in eV/Å.

***

# 5
Formula: C12H23N5O4
Source: the OMol25 dataset
Level of theory: ωB97M-V/def2-TZVPD

The calculation puts the LUMO energy at 0.0214 hartree. As for the electronic energy: -28458.395 eV. Its energy above the lowest of the compared OMol25 structures with the same formula, charge and spin is 64.6 kJ/mol. The HOMO energy comes out at -0.3292 Ha. For the largest force on an atom, the calculation gives 2.4 eV Å⁻¹. The structure (SMILES) is N[C@@H](Cc1c[nH]cn1)C(=O)O.NCCCC[C@H](N)C(=O)O. The calculation puts the HOMO-LUMO gap at 9.54 eV.

The geometry in XYZ format:
```
44
Properties=species:S:1:pos:R:3:forces:R:3:lowdin_charge:R:1
N -2.3309 -2.3777 1.0514 0.800 0.267 1.531 0.06
C -1.9736 -0.9643 1.1359 -0.059 0.214 -0.008 -0.28
C -1.7946 -0.3170 -0.2783 -0.038 0.631 0.594 -0.10
C -3.0407 -0.2173 -1.1002 0.007 0.304 0.411 -0.31
C -3.7845 0.9001 -1.4145 0.492 -1.985 -0.295 -0.04
N -4.7632 0.4217 -2.2459 -0.913 0.306 0.057 0.04
C -4.6465 -0.9315 -2.3251 0.138 0.074 -0.557 -0.19
N -3.5904 -1.3332 -1.6636 -0.299 -0.447 -0.169 0.10
C -2.9806 -0.0833 1.9246 0.241 -1.403 -0.997 -0.50
O -2.9055 1.0978 1.9920 0.111 1.477 0.364 0.12
O -4.0019 -0.7919 2.4389 0.608 -0.950 -0.292 0.12
H -3.1186 -2.4692 0.4590 -0.871 -0.210 -0.848 0.04
H -2.6356 -2.7027 1.9871 0.352 0.227 -0.874 0.09
H -1.0013 -0.8563 1.6637 -0.478 -0.077 -0.226 0.15
H -1.0451 -0.8817 -0.8361 -0.047 -0.063 0.130 0.12
H -1.4180 0.7165 -0.1269 -0.145 -0.696 0.017 0.09
H -3.6992 1.8928 -1.0920 0.038 1.139 0.155 0.11
H -5.5136 0.9763 -2.6305 0.126 -0.165 0.026 0.15
H -5.2997 -1.5556 -2.9529 0.395 0.457 0.513 0.13
H -4.6068 -0.2051 2.8704 -0.591 0.850 0.477 0.11
N 0.0771 3.2595 -0.2541 -0.240 -0.902 1.520 0.01
C 0.8899 2.3753 0.5966 -0.803 -0.470 0.816 -0.29
C 1.4899 1.0833 -0.0483 -0.467 0.583 1.337 -0.19
C 2.4214 0.4701 1.0230 -0.420 0.124 0.669 -0.20
C 2.9820 -0.9382 0.7473 -0.943 1.190 -1.021 -0.14
C 3.7107 -1.1189 -0.6044 -0.710 0.935 -1.021 -0.32
N 4.1198 -2.4760 -0.8467 0.352 0.972 -1.021 0.07
C 4.9674 -0.2785 -0.5277 -0.736 0.553 -0.273 -0.51
O 6.0312 -0.6345 -0.1165 0.506 -0.391 0.244 0.13
O 4.7452 0.9941 -0.9182 -0.282 -0.184 0.009 0.11
H -0.6616 2.7082 -0.6483 -0.655 -0.201 -0.133 0.04
H 0.6581 3.4423 -1.0099 1.142 0.909 -1.925 0.03
H 0.2563 2.1000 1.4823 0.542 0.107 -0.669 0.12
H 1.7051 2.9923 0.9939 -0.009 -0.208 -0.050 0.11
H 0.6922 0.4047 -0.4156 0.550 0.269 0.421 0.09
H 2.0529 1.4108 -0.8893 0.606 0.095 -0.910 0.08
H 3.2351 1.2016 1.2587 -0.550 -0.580 -0.325 0.12
H 1.8106 0.4107 1.9661 0.586 -0.032 -0.658 0.12
H 2.1698 -1.6451 0.8905 -0.183 -0.302 -0.530 0.11
H 3.6877 -1.1891 1.4804 1.118 -0.331 1.296 0.10
H 3.1072 -0.7035 -1.4860 0.593 -0.605 1.267 0.17
H 3.4534 -3.0665 -0.4464 -0.959 -1.367 0.643 0.05
H 5.0060 -2.5919 -0.4057 0.675 -0.476 0.365 0.06
H 5.5431 1.4709 -0.6788 0.420 0.364 -0.060 0.12
```
Positions in Å, forces in eV/Å.

***

# 6
Formula: H26O13
Source: the OMol25 dataset
Level of theory: ωB97M-V/def2-TZVPD

The calculation puts the LUMO energy at -0.0241 hartree. As for the electronic energy: -27039.368 eV. Its energy above the lowest of the compared OMol25 structures with the same formula, charge and spin is 248.9 kJ/mol. The HOMO energy comes out at -0.4013 Ha. For the largest force on an atom, the calculation gives 0.5 eV Å⁻¹. The calculation puts the HOMO-LUMO gap at 10.26 eV.

The geometry in XYZ format:
```
39
Properties=species:S:1:pos:R:3:forces:R:3:lowdin_charge:R:1
O 4.5818 2.6151 0.6243 0.161 -0.075 0.077 -0.05
H 3.6358 2.4719 0.6513 -0.265 -0.094 0.090 0.02
H 4.7162 3.1903 -0.1289 0.096 0.153 -0.167 0.03
O 0.6438 3.1501 4.3872 -0.045 0.288 0.108 -0.05
H 1.0037 2.2666 4.4652 0.105 -0.403 0.138 0.02
H 0.5863 3.3034 3.4441 -0.095 0.003 -0.272 0.00
O 0.5525 -3.3451 2.2717 -0.094 -0.178 0.274 -0.05
H 0.4333 -2.4342 2.0030 -0.103 0.374 -0.221 0.00
H 1.4023 -3.5935 1.9078 0.196 -0.085 -0.109 0.03
O 3.0193 -3.4500 -1.6282 -0.280 -0.122 0.066 -0.04
H 3.3570 -3.6608 -2.4987 0.126 -0.153 -0.212 0.03
H 3.2882 -2.5435 -1.4795 0.065 0.266 0.144 0.03
O -0.3314 3.6640 1.0571 0.151 -0.301 0.095 -0.04
H -0.0833 4.5884 1.0639 0.094 0.291 0.070 0.04
H -1.0203 3.6053 0.3951 -0.241 -0.031 -0.124 0.03
O -2.6846 1.1240 3.1389 0.116 -0.018 0.212 -0.05
H -2.3656 1.9427 2.7591 0.132 0.266 0.035 0.01
H -3.0406 0.6373 2.3955 -0.261 -0.330 -0.321 0.00
O -4.2342 -0.5422 0.5190 0.168 0.182 0.312 -0.04
H -3.8235 -0.6610 -0.3374 0.163 -0.132 -0.321 0.02
H -5.1728 -0.5146 0.3334 -0.240 0.006 0.012 0.04
O 0.2870 -0.2156 0.5387 0.116 -0.215 0.112 -0.03
H 0.1421 -0.1910 -0.4071 -0.046 -0.115 -0.272 0.03
H 0.1120 0.6787 0.8316 -0.037 0.273 0.235 0.02
O -3.5197 -0.9577 -3.3807 -0.134 0.283 0.228 -0.05
H -3.9705 -1.6780 -3.8213 -0.136 -0.190 -0.082 0.04
H -2.5941 -1.0944 -3.5828 0.362 -0.095 -0.079 0.01
O -0.5431 -3.8922 -2.2488 -0.263 -0.136 -0.004 -0.05
H 0.3542 -3.9142 -1.9163 0.350 -0.006 0.206 0.01
H -0.5089 -3.2901 -2.9922 0.003 0.256 -0.207 0.00
O 0.0133 -1.0646 -4.3056 -0.323 -0.292 0.076 -0.04
H 0.9109 -1.3459 -4.4828 0.204 -0.094 -0.077 0.04
H 0.0860 -0.1264 -4.1302 0.081 0.465 0.077 0.01
O 0.5540 2.2113 -3.3093 -0.004 -0.362 0.021 -0.04
H -0.2931 2.5620 -3.0342 -0.270 0.072 0.045 0.03
H 1.0889 2.9856 -3.4841 0.208 0.154 -0.103 0.04
O 1.2619 -0.4583 4.8311 0.109 0.353 -0.013 -0.05
H 0.4190 -0.7640 4.4961 -0.308 -0.072 -0.089 0.03
H 1.7363 -1.2592 5.0541 0.138 -0.187 0.037 0.03
```
Positions in Å, forces in eV/Å.

***

Please write out number 2 again, unchanged.
Formula: C4H9N
Source: the OMol25 dataset
Level of theory: ωB97M-V/def2-TZVPD

The calculation puts the LUMO energy at 0.0431 hartree. As for the electronic energy: -5782.549 eV. Its energy above the lowest of the compared OMol25 structures with the same formula, charge and spin is 121.8 kJ/mol. The HOMO energy comes out at -0.2821 Ha. For the largest force on an atom, the calculation gives 1.6 eV Å⁻¹. The structure (SMILES) is CC/C=C/N. The calculation puts the HOMO-LUMO gap at 8.85 eV.

The geometry in XYZ format:
```
14
Properties=species:S:1:pos:R:3:forces:R:3:lowdin_charge:R:1
C 0.8027 1.0099 1.4871 -0.478 1.440 -0.017 -0.13
C 1.2643 0.3026 0.2272 -0.655 -0.714 -1.214 -0.28
C 0.2485 -0.7097 -0.3164 0.331 0.712 -1.111 -0.15
C -0.8705 -0.3159 -0.9755 0.849 1.031 0.221 -0.25
N -1.9371 -1.1310 -1.1975 0.271 -0.846 0.264 0.05
H 1.6000 1.4912 2.0563 0.279 -0.546 0.144 0.06
H 0.1861 1.8997 1.2628 -0.093 -0.480 -0.302 0.07
H 0.1652 0.3933 2.1206 0.349 -0.211 0.084 0.07
H 2.1933 -0.2451 0.3773 0.101 0.160 0.146 0.09
H 1.4103 0.9668 -0.6416 0.346 0.397 0.630 0.10
H 0.6841 -1.6473 -0.6597 -0.679 -0.605 1.056 0.09
H -0.9937 0.7129 -1.3679 0.022 -0.166 0.651 0.12
H -2.5718 -1.0119 -1.9489 -0.434 0.209 -0.256 0.07
H -2.1814 -1.7154 -0.4236 -0.209 -0.379 -0.296 0.08
```
Positions in Å, forces in eV/Å.